# 1
{
  "formula": "C15H13ClN2O2PtS",
  "method": "the ωB97M-V functional and the def2-TZVPD basis",
  "species": ["Cl", "C", "C", "C", "H", "C", "C", "H", "H", "H", "C", "Pt", "C", "O", "C", "O", "H", "H", "H", "N", "C", "N", "C", "C", "C", "C", "C", "C", "S", "H", "H", "H", "H", "H", "H"],
  "xyz": [[-1.661, 2.812, -3.009], [-0.682, -2.047, -2.168], [0.733, -2.230, -2.007], [1.411, -1.206, -2.735], [1.224, -2.970, -1.388], [0.406, -0.409, -3.443], [-0.907, -0.906, -3.009], [-1.839, -0.414, -3.284], [-1.466, -2.632, -1.707], [2.480, -1.002, -2.783], [0.649, 0.737, -4.354], [0.147, 0.131, -1.326], [1.774, 0.729, -0.511], [2.708, 1.058, 0.083], [-1.388, 1.148, -0.723], [-2.298, 1.702, -0.295], [1.605, 1.224, -4.113], [-0.156, 1.490, -4.218], [0.666, 0.381, -5.393], [-0.426, -2.881, 1.156], [-0.353, -1.731, 1.833], [-0.163, -0.533, 1.349], [-0.136, 0.393, 2.381], [0.062, 1.775, 2.178], [0.059, 2.562, 3.332], [-0.133, 2.049, 4.627], [-0.331, 0.670, 4.812], [-0.328, -0.152, 3.677], [-0.540, -1.871, 3.601], [-0.581, -3.711, 1.674], [-0.327, -2.853, 0.148], [0.191, 2.122, 1.133], [0.214, 3.627, 3.189], [-0.129, 2.730, 5.507], [-0.486, 0.206, 5.787]],
  "homo_ev": [-13.400, -16.068],
  "e_tot_ha": -1816.33493,
  "charge": 2,
  "spin_multiplicity": 5
}


# 2
{
  "formula": "C34H33N10O2PbS",
  "method": "the ωB97M-V functional and the def2-TZVPD basis",
  "species": ["Pb", "O", "C", "N", "C", "O", "C", "C", "C", "C", "C", "N", "C", "C", "C", "C", "C", "N", "H", "H", "H", "H", "H", "H", "H", "H", "C", "C", "C", "C", "N", "N", "C", "H", "H", "H", "H", "H", "H", "H", "H", "C", "C", "N", "C", "C", "C", "C", "C", "C", "C", "C", "N", "C", "N", "H", "H", "H", "H", "H", "H", "H", "H", "H", "C", "C", "C", "C", "N", "C", "S", "N", "C", "H", "H", "H", "H", "H", "H", "H", "H"],
  "xyz": [[0.563, -0.578, 1.036], [0.615, 3.619, 1.204], [0.606, 2.481, 1.612], [1.431, 1.472, 1.233], [2.696, 1.628, 0.802], [3.212, 2.607, 0.313], [3.483, 0.396, 1.153], [4.864, 0.417, 1.128], [5.546, -0.709, 1.566], [4.825, -1.808, 2.009], [3.437, -1.749, 1.984], [2.793, -0.667, 1.568], [-0.270, 2.027, 2.764], [-0.754, 2.961, 3.661], [-1.361, 2.505, 4.824], [-1.471, 1.142, 5.040], [-0.997, 0.273, 4.069], [-0.415, 0.709, 2.958], [5.371, 1.308, 0.789], [6.627, -0.724, 1.570], [5.319, -2.696, 2.373], [2.832, -2.585, 2.311], [-0.620, 4.013, 3.456], [-1.722, 3.208, 5.562], [-1.912, 0.750, 5.945], [-1.093, -0.799, 4.179], [-1.965, -3.985, -3.222], [-1.547, -3.688, -1.827], [-1.765, -4.367, -0.641], [-1.108, -3.629, 0.353], [-0.540, -2.553, -0.186], [-0.808, -2.608, -1.509], [-0.990, -3.919, 1.808], [-2.868, -4.590, -3.219], [-1.191, -4.547, -3.745], [-2.161, -3.072, -3.783], [-2.303, -5.288, -0.516], [-0.490, -1.874, -2.121], [-1.546, -4.815, 2.067], [-1.380, -3.086, 2.393], [0.049, -4.084, 2.091], [2.923, -1.737, -2.832], [2.291, -1.561, -1.616], [1.665, -0.427, -1.290], [1.647, 0.584, -2.162], [2.269, 0.514, -3.407], [2.897, -0.692, -3.737], [2.300, 1.554, -4.446], [2.327, 2.894, -4.480], [2.345, 3.911, -3.432], [2.672, 5.233, -3.784], [2.684, 6.146, -2.745], [2.398, 5.706, -1.544], [2.079, 4.492, -1.180], [2.068, 3.612, -2.169], [3.414, -2.670, -3.064], [2.267, -2.358, -0.886], [1.135, 1.481, -1.842], [3.378, -0.800, -4.700], [2.406, 1.111, -5.431], [2.426, 3.325, -5.469], [2.913, 5.524, -4.795], [2.927, 7.196, -2.863], [1.857, 4.218, -0.156], [-6.406, 0.284, -0.644], [-5.214, -0.143, 0.132], [-5.230, -0.949, 1.241], [-4.015, -1.284, 1.851], [-2.839, -0.847, 1.386], [-2.835, -0.047, 0.331], [-1.411, 0.664, -0.324], [-3.998, 0.283, -0.291], [-4.014, -2.119, 3.083], [-7.319, 0.003, -0.127], [-6.404, -0.197, -1.625], [-6.405, 1.364, -0.796], [-6.167, -1.314, 1.634], [-3.945, 0.893, -1.099], [-4.762, -2.908, 3.024], [-4.283, -1.487, 3.932], [-3.036, -2.548, 3.270]],
  "homo_ev": [-15.899, -16.227],
  "e_tot_ha": -2603.60288,
  "charge": 3
}


# 3
{
  "formula": "C29H42AsN6PbS",
  "method": "the ωB97M-V functional and the def2-TZVPD basis",
  "species": ["Pb", "C", "C", "N", "N", "C", "N", "S", "C", "C", "C", "C", "C", "N", "H", "H", "H", "H", "H", "H", "H", "H", "H", "C", "C", "C", "C", "C", "C", "C", "N", "C", "C", "C", "C", "C", "C", "C", "N", "C", "C", "C", "C", "H", "H", "H", "H", "H", "H", "H", "H", "H", "H", "H", "H", "H", "H", "H", "H", "H", "H", "H", "H", "H", "H", "H", "H", "C", "As", "C", "C", "H", "H", "H", "H", "H", "H", "H", "H", "H"],
  "xyz": [[0.610, -0.722, 1.767], [1.131, 0.501, 6.687], [1.282, 0.567, 5.176], [1.845, -0.334, 4.441], [2.276, -1.438, 5.026], [2.888, -2.421, 5.156], [3.438, -3.566, 5.381], [1.848, -3.518, 1.561], [0.952, 1.830, 4.397], [0.978, 3.101, 4.996], [0.826, 4.228, 4.186], [0.629, 4.038, 2.816], [0.651, 2.756, 2.304], [0.821, 1.685, 3.057], [1.117, -0.542, 7.030], [0.166, 0.923, 6.995], [1.907, 1.057, 7.239], [3.959, -3.646, 6.245], [3.820, -4.058, 4.578], [1.098, 3.202, 6.078], [0.794, 5.220, 4.549], [0.457, 4.834, 2.077], [0.524, 2.578, 1.244], [-2.555, 4.812, -1.688], [-3.471, 3.956, -0.851], [-4.586, 3.335, -1.695], [-4.060, 4.823, 0.281], [-2.677, 2.793, -0.277], [-2.819, 2.411, 1.063], [-2.059, 1.364, 1.538], [-1.166, 0.700, 0.799], [-0.935, 1.080, -0.475], [-1.671, 2.124, -1.029], [0.091, 0.367, -1.252], [0.020, 0.231, -2.613], [0.924, -0.604, -3.293], [1.958, -1.176, -2.529], [1.968, -0.984, -1.164], [1.051, -0.255, -0.528], [0.744, -0.951, -4.760], [-0.478, -0.286, -5.375], [2.024, -0.527, -5.508], [0.493, -2.463, -4.908], [-3.096, 5.717, -1.982], [-2.243, 4.308, -2.620], [-1.613, 5.107, -1.183], [-5.210, 4.112, -2.066], [-5.249, 2.679, -1.122], [-4.156, 2.780, -2.515], [-4.654, 5.673, -0.101], [-3.269, 5.263, 0.937], [-4.734, 4.227, 0.881], [-3.529, 2.824, 1.716], [-2.186, 0.977, 2.565], [-1.452, 2.485, -2.021], [-0.789, 0.670, -3.162], [2.712, -1.803, -2.998], [2.732, -1.497, -0.563], [-0.372, 0.813, -5.398], [-1.389, -0.584, -4.840], [-0.559, -0.566, -6.423], [2.177, 0.573, -5.457], [1.901, -0.853, -6.543], [2.920, -1.033, -5.116], [-0.487, -2.779, -4.532], [1.307, -3.057, -4.424], [0.540, -2.751, -5.946], [2.707, -5.398, -1.125], [1.274, -4.941, 0.056], [-0.152, -4.235, -1.051], [0.677, -6.557, 0.917], [2.332, -6.058, -1.850], [3.551, -5.798, -0.594], [3.077, -4.496, -1.633], [-0.490, -4.971, -1.767], [0.275, -3.361, -1.587], [-0.976, -3.936, -0.433], [0.077, -7.120, 0.217], [0.022, -6.300, 1.739], [1.516, -7.138, 1.303]],
  "homo_ev": -16.198,
  "e_tot_ha": -4284.70464,
  "charge": 3
}


# 4
{
  "formula": "C18H21FeN5S4",
  "method": "the ωB97M-V functional and the def2-TZVPD basis",
  "species": ["Fe", "C", "N", "C", "C", "C", "C", "C", "C", "N", "C", "C", "C", "C", "C", "C", "N", "C", "C", "C", "C", "C", "N", "H", "H", "H", "H", "H", "H", "H", "H", "H", "H", "H", "H", "H", "H", "H", "H", "H", "H", "S", "S", "S", "S", "N", "H", "H", "H"],
  "xyz": [[0.084, 0.584, 0.545], [1.925, -1.828, 0.194], [1.146, -1.169, -0.867], [2.003, -0.404, -1.765], [2.762, 0.664, -1.058], [3.915, 1.172, -1.636], [4.590, 2.192, -0.990], [4.094, 2.646, 0.215], [2.934, 2.083, 0.722], [2.268, 1.102, 0.101], [0.446, -2.196, -1.673], [-0.945, -2.662, -1.285], [-1.197, -4.026, -1.165], [-2.495, -4.457, -0.955], [-3.506, -3.514, -0.884], [-3.164, -2.178, -1.015], [-1.917, -1.751, -1.210], [1.150, -1.997, 1.479], [1.279, -3.134, 2.263], [0.634, -3.187, 3.485], [-0.117, -2.097, 3.889], [-0.209, -1.004, 3.046], [0.401, -0.953, 1.856], [2.788, -1.205, 0.434], [2.313, -2.800, -0.139], [1.356, 0.075, -2.503], [2.713, -1.060, -2.295], [4.265, 0.774, -2.579], [5.488, 2.617, -1.420], [4.582, 3.439, 0.764], [2.500, 2.424, 1.647], [1.090, -3.084, -1.720], [0.358, -1.829, -2.698], [-0.379, -4.731, -1.226], [-2.714, -5.511, -0.850], [-4.538, -3.801, -0.742], [-3.934, -1.413, -0.982], [1.883, -3.959, 1.911], [0.724, -4.062, 4.115], [-0.624, -2.079, 4.843], [-0.758, -0.119, 3.328], [0.125, 2.179, 2.340], [-0.754, 3.816, 1.405], [0.197, 3.834, -0.406], [-0.398, 2.025, -1.217], [-1.984, 0.540, 0.877], [-2.079, 1.151, 1.694], [-2.496, -0.323, 1.014], [-2.367, 1.043, 0.079]],
  "homo_ev": [-6.287, -6.272],
  "e_tot_ha": -3828.82085,
  "charge": 0
}


# 5
{
  "formula": "C6H19NO4",
  "method": "the ωB97M-V functional and the def2-TZVPD basis",
  "species": ["O", "C", "N", "C", "C", "C", "C", "C", "H", "H", "H", "H", "H", "H", "H", "H", "H", "H", "H", "H", "H", "H", "H", "O", "H", "H", "O", "H", "H", "O"],
  "xyz": [[0.234, -2.879, -0.696], [0.194, -1.710, -1.205], [-0.145, -0.681, -0.328], [-0.262, 0.778, -0.732], [1.207, 1.457, -0.802], [2.058, 1.474, 0.531], [1.584, 2.753, 1.155], [0.200, -1.545, -2.679], [-0.168, -0.950, 0.740], [-0.777, 1.196, 0.135], [-0.889, 1.020, -1.661], [0.823, 2.470, -1.055], [1.903, 1.166, -1.636], [3.140, 1.692, 0.208], [1.929, 0.625, 1.097], [1.722, 3.692, 0.554], [1.960, 3.062, 2.203], [0.473, 2.813, 1.413], [0.025, -2.434, -3.354], [1.123, -1.057, -3.073], [-0.629, -0.805, -3.059], [-2.574, -1.911, 0.593], [-1.404, -1.786, 1.522], [-2.132, -1.345, 1.119], [-0.028, -2.912, 0.991], [-0.464, -3.800, 2.022], [-0.132, -2.963, 1.935], [-3.671, 0.962, 1.630], [-2.415, 0.388, 1.148], [-2.885, 1.232, 1.286]],
  "homo_ev": -9.439,
  "e_tot_ha": -595.65951,
  "charge": 0
}


# 6
{
  "formula": "B7CaH28",
  "method": "the ωB97M-V functional and the def2-TZVPD basis",
  "species": ["Ca", "B", "H", "H", "H", "H", "B", "H", "H", "H", "H", "B", "H", "H", "H", "H", "B", "H", "H", "H", "H", "B", "H", "H", "H", "H", "B", "H", "H", "H", "H", "B", "H", "H", "H", "H"],
  "xyz": [[0.285, 0.194, 0.077], [-0.603, -1.676, 2.428], [-1.529, -2.127, 2.108], [-0.877, -0.772, 2.948], [0.026, -2.315, 3.029], [0.014, -1.357, 1.602], [2.742, 0.342, 0.793], [1.904, 0.179, 1.453], [3.286, -0.581, 0.666], [2.419, 0.733, -0.159], [3.463, 0.985, 1.275], [-1.729, -1.952, -1.103], [-1.224, -1.569, -0.230], [-2.063, -1.101, -1.675], [-1.067, -2.599, -1.659], [-2.563, -2.586, -0.846], [-2.361, 0.692, 0.488], [-2.799, 0.218, -0.377], [-1.722, 1.472, 0.105], [-3.073, 1.188, 1.129], [-1.808, 0.033, 1.139], [0.386, 2.641, 1.239], [1.253, 2.838, 1.850], [-0.100, 3.574, 0.998], [0.696, 2.311, 0.259], [-0.287, 2.018, 1.807], [-0.172, 1.428, -2.110], [0.851, 1.210, -1.844], [-0.132, 1.705, -3.153], [-0.822, 0.600, -1.874], [-0.528, 2.302, -1.587], [1.631, -1.614, -1.789], [2.418, -0.883, -1.692], [1.434, -1.891, -0.765], [0.730, -1.157, -2.168], [1.920, -2.483, -2.360]],
  "homo_ev": 7.784,
  "e_tot_ha": -866.96081,
  "charge": -5
}


Record-wise ΔE to the lowest compared entry with this formula, charge and spin values, in eV: 0.000 0.386 0.000 0.874 2.708 9.828